a) ORCA calculation (wB97M-V/def2-TZVPD) on an isolated ion of composition C3H6N2O2 and charge +1.

The multiplicity is 2. Its lowest unoccupied orbital energy (alpha / beta) is -3.96 / -9.09 eV. For the HOMO energy (alpha / beta), the calculation gives -15.184 / -15.114 eV. The charge is +1. The value obtained for the HOMO-LUMO gap (alpha / beta) is 11.22 / 6.02 eV.

Each atom is followed by the atoms it is bonded to, with distances in Å.
Element x y z (Å)
1 O 0.3977 1.8982 0.3757  C2 1.184
2 C 0.2354 0.7485 0.1462  O1 1.184, N3 1.368, C6 1.597
3 N -0.5150 -0.0975 0.9156  C2 1.368, C4 1.424, H8 1.018
4 C -1.2863 -1.2421 0.5667  N3 1.424, O5 1.182, H9 1.097
5 O -1.7119 -1.9677 1.3967  C4 1.182
6 C 1.0053 -0.0461 -1.0061  C2 1.597, N7 1.375, H10 1.090, H11 1.085
7 N 1.5886 0.7335 -1.9767  C6 1.375, H12 1.024, H13 1.015
8 H -0.7390 0.2448 1.8475  N3 1.018
9 H -1.4974 -1.3327 -0.5056  C4 1.097
10 H 0.2622 -0.7227 -1.4274  C6 1.090
11 H 1.7250 -0.6332 -0.4449  C6 1.085
12 H 2.4202 1.2921 -1.7639  N7 1.024
13 H 0.9964 1.0152 -2.7511  N7 1.015

Atomic partial charges in e from the Mulliken method, atoms 1 to 8: O -0.3838; C 0.5772; N -0.1076; C 0.0316; O -0.3745; C -0.5174; N -0.1678; H 0.2875

b) ORCA calculation (wB97M-V/def2-TZVPD) on an isolated ion of composition C3H6N2O2 and charge +1.

The multiplicity is 2. Its lowest unoccupied orbital energy (alpha / beta) is -4.75 / -10.03 eV. For the HOMO energy (alpha / beta), the calculation gives -15.242 / -15.177 eV. The charge is +1. The value obtained for the HOMO-LUMO gap (alpha / beta) is 10.49 / 5.15 eV.

Each atom is followed by the atoms it is bonded to, with distances in Å.
Element x y z (Å)
1 O 0.7362 -0.1934 1.9563  C2 1.186
2 C 0.4955 -0.1670 0.7956  O1 1.186, N3 1.418, C6 1.573
3 N 1.4916 -0.3234 -0.2018  C2 1.418, C4 1.396, H8 1.017
4 C 1.1091 -0.5801 -1.5194  N3 1.396, O5 1.197, H9 1.108
5 O 1.6026 0.0223 -2.4287  C4 1.197
6 C -0.9867 -0.1675 0.2681  C2 1.573, N7 1.487, H10 1.092, H11 1.090
7 N -1.7362 0.8392 1.0650  C6 1.487, H12 1.032, H13 1.025
8 H 2.3277 0.2142 0.0141  N3 1.017
9 H 0.3725 -1.3785 -1.7386  C4 1.108
10 H -1.3683 -1.1758 0.4395  C6 1.092
11 H -1.0751 0.0549 -0.7949  C6 1.090
12 H -1.0052 1.2204 1.6850  N7 1.032
13 H -1.9637 1.6347 0.4597  N7 1.025

Atomic partial charges in e from the Mulliken method, atoms 1 to 8: O -0.3698; C 0.4332; N -0.1051; C -0.1164; O -0.4140; C -0.5068; N -0.2092; H 0.3071

So which one wins? Going from most stable to least: a), b).

a) ORCA calculation (wB97M-V/def2-TZVPD) on one molecule with the formula C2H4NOP.

Its lowest unoccupied orbital energy is -0.54 eV. For the HOMO energy, the calculation gives -9.374 eV. As for the structure (SMILES): C=[PH]=NC=O. The value obtained for the HOMO-LUMO gap is 8.83 eV.

Each atom is followed by the atoms it is bonded to, with distances in Å.
Element x y z (Å)
1 C 1.8468 0.2463 0.3485  N3 1.322, O4 1.211, H6 1.117
2 C -1.7833 -0.5606 0.1440  P5 1.631, H7 1.052, H8 1.128
3 N 0.6335 0.7273 0.5570  C1 1.322, P5 1.617
4 O 2.1015 -0.4900 -0.5787  C1 1.211
5 P -0.5919 0.3876 -0.4413  C2 1.631, N3 1.617, H9 1.529
6 H 2.5465 0.4870 1.1846  C1 1.117
7 H -2.6977 -0.7122 -0.3545  C2 1.052
8 H -1.4234 -1.4152 0.7857  C2 1.128
9 H -0.6320 1.3298 -1.6454  P5 1.529

Atomic partial charges in e from the Mulliken method, atoms 1 to 8: C 0.2209; C -0.5172; N -0.4774; O -0.5865; P 0.3267; H 0.3463; H 0.3216; H 0.2276

b) ORCA calculation (wB97M-V/def2-TZVPD) on a 2-piece molecular cluster, C2H4NOP overall.

Its lowest unoccupied orbital energy (alpha / beta) is -0.31 / -1.18 eV. For the HOMO energy (alpha / beta), the calculation gives -8.686 / -8.506 eV. The value obtained for the HOMO-LUMO gap (alpha / beta) is 8.38 / 7.32 eV.

Each atom is followed by the atoms it is bonded to, with distances in Å.
Element x y z (Å)
1 C 1.8030 -1.0870 0.9980  P5 1.642, H6 1.103, H7 1.057
2 C -1.7882 -0.6629 0.0987  N3 1.333, O4 1.182
3 N -0.9450 0.2625 0.5550  C2 1.333, H8 1.010, H9 0.963
4 O -1.4528 -1.6670 -0.4265  C2 1.182
5 P 2.6832 0.1134 0.3043  C1 1.642
6 H 0.8995 -1.5103 0.5274  C1 1.103
7 H 2.0256 -1.3822 1.9884  C1 1.057
8 H 0.0453 0.0989 0.4415  N3 1.010
9 H -1.2769 1.0521 0.9943  N3 0.963

Atomic partial charges in e from the Mulliken method, atoms 1 to 8: C -0.5603; C 0.2555; N -0.1900; O -0.3716; P -0.0229; H 0.3428; H 0.2543; H 0.1142

So which one wins? Going from most stable to least: a), b).

a) ORCA calculation (wB97M-V/def2-TZVPD) on a 2-piece molecular cluster, C3H11N2 overall.

Its lowest unoccupied orbital energy is -3.94 eV. For the HOMO energy, the calculation gives -14.033 eV. The charge is +1. The value obtained for the HOMO-LUMO gap is 10.10 eV.

Each atom is followed by the atoms it is bonded to, with distances in Å.
Element x y z (Å)
1 C -2.6130 -0.2138 1.3757  C2 1.544, H3 1.071, H4 1.190, H5 1.045
2 C -1.4371 -1.2099 1.4667  C1 1.544, H6 1.126, H7 1.109, H8 1.212
3 H -2.5506 0.5077 2.1647  C1 1.071
4 H -2.5087 0.3104 0.3129  C1 1.190
5 H -3.4228 -0.8628 1.2544  C1 1.045
6 H -1.6295 -2.2880 1.2048  C2 1.126
7 H -0.7779 -1.2330 2.3583  C2 1.109
8 H -0.6731 -0.8866 0.5829  C2 1.212
9 N 0.9368 -0.0241 -1.9214  C10 1.309, H12 1.029, H13 0.999
10 C 1.6211 0.2435 -0.8384  N9 1.309, N11 1.251, H14 1.137
11 N 1.7003 1.3027 -0.1770  C10 1.251, H15 1.031, H16 1.005
12 H 0.7065 0.6518 -2.6619  N9 1.029
13 H 0.9136 -0.9984 -2.1407  N9 0.999
14 H 2.3104 -0.5968 -0.5034  C10 1.137
15 H 2.3572 1.3347 0.6169  N11 1.031
16 H 1.3888 2.1924 -0.5242  N11 1.005

Atomic partial charges in e from the Mulliken method, atoms 1 to 8: C -0.7630; C -0.3777; H 0.3049; H 0.1984; H 0.2780; H 0.2922; H 0.2995; H -0.1993

b) ORCA calculation (wB97M-V/def2-TZVPD) on a 2-piece molecular cluster, C3H11N2 overall.

Its lowest unoccupied orbital energy is -3.27 eV. For the HOMO energy, the calculation gives -14.700 eV. The charge is +1. The value obtained for the HOMO-LUMO gap is 11.43 eV.

Each atom is followed by the atoms it is bonded to, with distances in Å.
Element x y z (Å)
1 C -2.6618 -0.8528 -1.4284  N2 1.263, H3 1.096, H4 1.132
2 N -1.4474 -1.1579 -1.2668  C1 1.263, H5 1.039
3 H -3.1709 -0.2861 -0.6407  C1 1.096
4 H -3.3220 -0.9960 -2.3371  C1 1.132
5 H -1.0655 -1.6565 -2.0941  N2 1.039
6 H -0.0199 -0.6358 -0.0195  N9 1.029
7 C 0.7895 1.6584 0.9634  C8 1.536, H10 1.095, H11 1.080, H12 1.109
8 C 1.4888 0.3078 1.1761  C7 1.536, N9 1.516, H13 1.097, H14 1.100
9 N 0.9682 -0.7641 0.2385  H6 1.029, C8 1.516, H15 1.023, H16 1.022
10 H -0.2935 1.8203 0.9596  C7 1.095
11 H 1.3329 2.4336 1.4824  C7 1.080
12 H 0.8100 1.9513 -0.1055  C7 1.109
13 H 2.5042 0.5605 0.8451  C8 1.097
14 H 1.5252 -0.0392 2.2190  C8 1.100
15 H 1.4774 -0.6505 -0.6417  N9 1.023
16 H 1.0847 -1.6928 0.6495  N9 1.022

Atomic partial charges in e from the Mulliken method, atoms 1 to 8: C -0.2471; N -0.4953; H 0.2279; H 0.2315; H 0.1944; H 0.3671; C -1.1766; C -0.2936

So which one wins? Going from most stable to least: b), a).

a) ORCA calculation (wB97M-V/def2-TZVPD) on a 2-piece molecular cluster, C3H11N2 overall.

Its lowest unoccupied orbital energy is -3.24 eV. For the HOMO energy, the calculation gives -14.378 eV. The charge is +1. The value obtained for the HOMO-LUMO gap is 11.14 eV.

Each atom is followed by the atoms it is bonded to, with distances in Å.
Element x y z (Å)
1 C -2.2902 0.1077 -0.1195  N2 1.546, H3 1.087, H4 1.084, H5 1.082
2 N -1.2678 -0.2134 -1.2335  C1 1.546, H6 1.018, H7 1.101, H8 1.021
3 H -2.3643 -0.7852 0.4960  C1 1.087
4 H -3.2300 0.1823 -0.6536  C1 1.084
5 H -1.8502 0.9535 0.3914  C1 1.082
6 H -1.3710 0.4210 -2.0229  N2 1.018
7 H -0.2875 -0.3133 -0.7427  N2 1.101
8 H -1.5120 -1.1608 -1.5253  N2 1.021
9 C 2.2185 0.2150 -0.2791  N11 1.486, H12 1.089, H13 1.083, H14 1.091
10 C 0.8116 -0.1854 1.6072  N11 1.261, H15 1.094, H16 1.094
11 N 0.8958 0.1551 0.3956  C9 1.486, C10 1.261
12 H 2.7240 -0.7411 -0.1551  C9 1.089
13 H 2.0336 0.4781 -1.3130  C9 1.083
14 H 2.7856 1.0266 0.1784  C9 1.091
15 H -0.1056 0.0007 2.1731  C10 1.094
16 H 1.6871 -0.2965 2.2540  C10 1.094

Atomic partial charges in e from the Mulliken method, atoms 1 to 8: C -0.8573; N -0.2797; H 0.3487; H 0.3918; H 0.3182; H 0.3537; H 0.3761; H 0.3910

b) ORCA calculation (wB97M-V/def2-TZVPD) on an isolated ion of composition C3H11N2 and charge +1.

Its lowest unoccupied orbital energy is -3.60 eV. For the HOMO energy, the calculation gives -13.283 eV. As for the structure (SMILES): CNCC[NH3+]. The charge is +1. The value obtained for the HOMO-LUMO gap is 9.69 eV.

Each atom is followed by the atoms it is bonded to, with distances in Å.
Element x y z (Å)
1 N 0.7594 1.1079 -1.1852  C2 1.512, H6 1.009, H7 1.030, H8 1.026
2 C -0.2211 1.3730 -0.0656  N1 1.512, C3 1.554, H9 1.089, H10 1.082
3 C -1.0821 0.1099 0.2141  C2 1.554, N4 1.452, H11 1.099, H12 1.100
4 N -0.3696 -1.1331 -0.0191  C3 1.452, C5 1.473, H13 0.997
5 C 0.5093 -1.6088 1.0625  N4 1.473, H14 1.084, H15 1.091, H16 1.086
6 H 1.6851 1.4489 -0.9725  N1 1.009
7 H 0.8686 0.1167 -1.4449  N1 1.030
8 H 0.3885 1.5266 -2.0457  N1 1.026
9 H 0.4230 1.5213 0.7994  C2 1.089
10 H -0.7966 2.2329 -0.3820  C2 1.082
11 H -1.5764 0.2299 1.1881  C3 1.099
12 H -1.9453 0.0370 -0.4640  C3 1.100
13 H -0.8314 -1.7970 -0.6021  N4 0.997
14 H 1.2825 -0.8749 1.2615  C5 1.084
15 H 0.9661 -2.5238 0.6818  C5 1.091
16 H -0.0602 -1.7665 1.9736  C5 1.086

Atomic partial charges in e from the Mulliken method, atoms 1 to 8: N -0.2911; C -0.6553; C -0.5369; N -0.3027; C -0.8325; H 0.3394; H 0.3457; H 0.3660

c) ORCA calculation (wB97M-V/def2-TZVPD) on an isolated ion of composition C3H11N2 and charge +1.

Its lowest unoccupied orbital energy is -3.27 eV. For the HOMO energy, the calculation gives -14.459 eV. As for the structure (SMILES): NCCC[NH3+]. The charge is +1. The value obtained for the HOMO-LUMO gap is 11.19 eV.

Each atom is followed by the atoms it is bonded to, with distances in Å.
Element x y z (Å)
1 C 0.5893 0.7973 1.0578  C2 1.516, N5 1.464, H6 1.082, H7 1.082
2 C 1.0016 0.4225 -0.3515  C1 1.516, C3 1.556, H8 1.097, H9 1.080
3 C -0.2130 0.1972 -1.2977  C2 1.556, N4 1.474, H10 1.078, H11 1.081
4 N -0.9996 -0.9973 -0.9408  C3 1.474, H12 1.022, H13 1.035, H14 1.028
5 N -0.3116 -0.2238 1.5961  C1 1.464, H15 1.014, H16 1.011
6 H 1.4501 0.9069 1.7035  C1 1.082
7 H 0.1008 1.7623 1.0154  C1 1.082
8 H 1.5607 -0.5214 -0.3769  C2 1.097
9 H 1.6482 1.1644 -0.7973  C2 1.080
10 H 0.1112 0.1865 -2.3262  C3 1.078
11 H -0.8377 1.0738 -1.2018  C3 1.081
12 H -0.6661 -1.8816 -1.3298  N4 1.022
13 H -0.9908 -1.0432 0.0931  N4 1.035
14 H -1.9934 -0.8854 -1.1782  N4 1.028
15 H 0.2670 -1.0154 1.8554  N5 1.014
16 H -0.7167 0.0572 2.4787  N5 1.011

Atomic partial charges in e from the Mulliken method, atoms 1 to 8: C -0.4744; C -0.6817; C -0.6502; N -0.2067; N -0.6625; H 0.3518; H 0.3744; H 0.3221

So which one wins? Going from most stable to least: c), b), a).